Entry 1:
Molecular formula: C4H14N3
Method: DFT, the ωB97M-V functional and the def2-TZVPD basis

Geometry (Å):
1 C 2.489 0.252 -0.586
2 C 2.357 -0.882 0.444
3 H 2.525 1.227 -0.108
4 H 3.409 0.112 -1.142
5 H 1.653 0.253 -1.279
6 H 1.471 -1.517 0.394
7 H 2.508 -0.546 1.473
8 H 3.162 -1.617 0.346
9 C -2.344 -0.425 -1.411
10 C -1.246 0.545 0.557
11 N -1.688 0.642 -0.679
12 N -1.356 -0.647 1.178
13 N -0.748 1.591 1.221
14 H -1.657 1.514 -1.165
15 H -1.051 -1.494 0.738
16 H -1.286 -0.691 2.169
17 H -0.464 2.434 0.738
18 H -0.185 1.418 2.030
19 H -2.630 -0.071 -2.397
20 H -3.242 -0.823 -0.941
21 H -1.678 -1.274 -1.580

The HOMO-LUMO gap comes out at 0.435 Ha. The net charge is +1. Its highest occupied orbital energy is -14.9 eV. For the energy, the calculation gives -324.85068 a.u.

Entry 2:
Molecular formula: C4H12N2O2
Method: DFT, the ωB97M-V functional and the def2-TZVPD basis

Geometry (Å):
1 C -1.589 -0.351 -2.638
2 N -1.672 -0.387 -1.150
3 C -0.708 0.471 -0.511
4 C 0.220 -0.418 0.369
5 O -0.148 -1.552 0.735
6 N 1.511 -0.107 0.702
7 C 2.173 1.179 0.515
8 H -2.438 0.314 -3.102
9 H -1.682 -1.417 -2.843
10 H -0.557 -0.001 -2.967
11 H -1.748 -1.352 -0.734
12 H -0.162 1.064 -1.327
13 H -1.234 1.345 0.069
14 H 1.901 -0.740 1.347
15 H 1.710 1.754 -0.304
16 H 2.020 1.775 1.475
17 H 3.221 1.020 0.308
18 O -0.538 -0.678 3.562
19 H 0.377 -0.705 3.757
20 H -0.659 -1.212 2.737

The HOMO-LUMO gap comes out at 0.343 Ha. Its highest occupied orbital energy is -8.7 eV. For the energy, the calculation gives -419.56582 a.u.

Entry 3:
Molecular formula: C4H8O2
Method: DFT, the ωB97M-V functional and the def2-TZVPD basis

Geometry (Å):
1 C 1.128 -1.433 -0.427
2 O 1.316 -0.046 -0.264
3 C 0.314 0.713 -0.886
4 C -1.003 0.790 -0.114
5 C -0.952 0.610 1.387
6 O -2.029 1.043 -0.708
7 H 1.951 -1.935 0.086
8 H 0.175 -1.777 0.002
9 H 1.142 -1.716 -1.490
10 H 0.697 1.738 -0.955
11 H 0.096 0.366 -1.907
12 H -1.835 1.074 1.829
13 H -0.038 1.030 1.813
14 H -0.962 -0.457 1.635

The HOMO-LUMO gap comes out at 0.381 Ha. Its highest occupied orbital energy is -9.5 eV. For the energy, the calculation gives -307.66289 a.u.

Entry 4:
Molecular formula: C15H37FO2PS
Method: DFT, the ωB97M-V functional and the def2-TZVPD basis

Geometry (Å):
1 O 2.917 -4.710 -2.084
2 C 2.821 -4.878 -3.282
3 O 3.534 -4.079 -4.165
4 C 1.999 -5.924 -3.970
5 C 0.665 -5.402 -4.520
6 P -0.382 -4.365 -3.340
7 F 0.675 -3.030 -3.696
8 S -1.787 -3.828 -5.062
9 H 3.051 -3.256 -4.267
10 H 2.573 -6.252 -4.830
11 H 1.891 -6.772 -3.311
12 H 0.063 -6.257 -4.793
13 H 0.852 -4.809 -5.401
14 H -1.145 -3.472 -2.509
15 H -1.316 -5.436 -3.051
16 H 0.389 -4.748 -2.193
17 H -1.063 -2.963 -5.785
18 C 0.696 -3.173 0.557
19 C 0.599 -1.907 1.403
20 C -0.780 -1.699 2.024
21 C -1.918 -1.558 1.011
22 C -1.738 -0.431 -0.003
23 C -1.665 0.953 0.637
24 H 0.016 -3.141 -0.295
25 H 1.700 -3.297 0.154
26 H 0.460 -4.060 1.150
27 H 0.868 -1.041 0.790
28 H 1.340 -1.951 2.207
29 H -0.752 -0.816 2.673
30 H -1.005 -2.546 2.681
31 H -2.854 -1.400 1.560
32 H -2.042 -2.498 0.468
33 H -2.578 -0.458 -0.701
34 H -0.844 -0.607 -0.603
35 H -2.565 1.164 1.220
36 H -1.573 1.725 -0.129
37 H -0.801 1.044 1.299
38 C 1.464 3.392 2.119
39 C 1.352 4.676 2.935
40 C -0.041 4.895 3.524
41 C -1.161 5.024 2.490
42 C -0.967 6.143 1.469
43 C -0.911 7.534 2.093
44 H 0.800 3.407 1.255
45 H 2.481 3.253 1.750
46 H 1.207 2.522 2.727
47 H 1.639 5.530 2.315
48 H 2.073 4.642 3.756
49 H -0.022 5.785 4.159
50 H -0.280 4.058 4.187
51 H -2.105 5.187 3.021
52 H -1.277 4.076 1.958
53 H -1.796 6.107 0.758
54 H -0.060 5.966 0.886
55 H -1.822 7.744 2.658
56 H -0.812 8.301 1.323
57 H -0.062 7.639 2.771

The HOMO-LUMO gap comes out at 0.243 Ha. The net charge is -1. Its highest occupied orbital energy is -4.2 eV. For the energy, the calculation gives -1583.64812 a.u.

Entry 5:
Molecular formula: C3HCl2N2
Method: DFT, the ωB97M-V functional and the def2-TZVPD basis

Geometry (Å):
1 C 1.156 -0.552 0.006
2 C 0.207 1.196 0.019
3 C -1.054 -0.602 -0.008
4 N -1.002 0.731 0.000
5 N 0.165 -1.289 -0.035
6 Cl 0.764 2.690 0.000
7 Cl -2.443 -1.443 0.011
8 H 2.207 -0.730 0.006

The HOMO-LUMO gap comes out at 0.283 Ha. The net charge is +1. Its highest occupied orbital energy is -15.5 eV. For the energy, the calculation gives -1144.40987 a.u.

What E_LUMO values result from the calculations? In sequence: -3.054, 0.674, 0.871, 2.411, -7.761 eV.